Record 1
This record from the OMol25 dataset describes a molecular structure, C61H46FGeN2P3S2ScSe2. The level of theory is ωB97M-V/def2-TZVPD.

XYZ file:
```
119
Properties=species:S:1:pos:R:3:forces:R:3
Sc 0.73201 0.90433 -0.72149 1.3 -0.4 -1.1
F -0.48278 2.11551 0.09546 -0.5 0.6 0.3
Ge -0.85926 -0.32479 1.36186 -1.3 -0.7 1.2
C -2.59311 -0.12094 0.31154 0.5 0.2 -0.1
C -3.65786 -0.59550 1.08726 0.1 -0.1 0.1
C -4.97224 -0.46544 0.67582 -0.1 0.0 0.1
C -5.24023 0.13522 -0.54445 0.0 0.0 -0.1
C -4.18812 0.58032 -1.32467 0.0 0.0 0.3
C -2.85059 0.48404 -0.91844 -0.2 -0.2 -0.3
P -1.41948 1.04380 -2.22875 -0.4 0.0 0.1
C -2.21326 0.07898 -3.58225 0.1 -0.2 0.0
C -1.83913 -1.25391 -3.75158 -0.1 -0.1 0.0
C -2.41986 -2.03881 -4.73753 -0.1 0.0 0.0
C -3.42028 -1.51932 -5.54423 -0.1 0.0 -0.1
C -3.80491 -0.19581 -5.38570 0.0 0.0 0.0
C -3.19146 0.60108 -4.43024 0.1 0.0 0.1
C -2.14734 2.74292 -2.33780 0.0 0.0 0.0
C -2.69325 3.36602 -1.21381 0.0 0.0 -0.1
C -3.17342 4.66569 -1.28046 0.0 0.0 0.1
C -3.12091 5.37175 -2.47307 0.0 0.0 0.0
C -2.58229 4.76590 -3.59611 0.0 0.0 -0.1
C -2.09078 3.46953 -3.52758 -0.2 0.0 0.2
C -0.89530 1.07093 2.81711 0.0 -0.3 -0.2
C -1.98732 1.11696 3.68370 -0.1 0.0 -0.1
C -2.04741 2.01016 4.74237 -0.1 0.0 0.1
C -0.99552 2.88426 4.96234 0.0 0.0 0.1
C 0.08571 2.87907 4.09649 -0.1 -0.1 0.0
C 0.14548 1.99373 3.01774 0.0 0.0 0.1
P 1.58112 2.12954 1.86493 0.1 0.2 0.6
C 1.89319 3.93888 1.94873 0.0 0.0 -0.1
C 3.12469 4.52456 2.23085 -0.1 0.0 0.1
C 3.31647 5.88552 2.03203 0.0 0.1 0.0
C 2.28544 6.68027 1.55786 0.0 0.0 0.0
C 1.05104 6.10599 1.27990 0.0 0.0 0.0
C 0.86168 4.74739 1.45605 0.0 0.0 0.1
C 2.92197 1.40723 2.87759 0.0 0.0 -0.2
C 4.20032 1.39842 2.31426 0.0 0.0 0.1
C 5.23020 0.68651 2.90706 0.1 0.0 0.0
C 4.99761 -0.03457 4.06934 0.0 0.0 0.0
C 3.72823 -0.04284 4.62815 0.0 0.0 0.1
C 2.69397 0.66655 4.03485 0.1 0.1 0.0
C -1.32330 -2.14226 2.13966 0.2 -0.4 -0.4
C -1.72705 -2.32150 3.46184 0.2 0.3 -0.1
C -2.12724 -3.55501 3.95045 -0.1 0.0 0.2
C -2.16042 -4.65209 3.11249 0.0 -0.2 0.1
C -1.72635 -4.52528 1.80369 0.0 0.2 -0.1
C -1.27656 -3.30121 1.30730 -0.1 0.4 0.5
P -0.61168 -3.22017 -0.41020 0.0 -0.1 0.0
C 1.00786 -4.07301 -0.23085 0.0 0.3 0.0
C 1.79700 -4.14357 -1.37965 0.1 0.0 0.1
C 3.08428 -4.65567 -1.32101 0.0 0.0 -0.1
C 3.61533 -5.06638 -0.10723 0.0 -0.1 0.1
C 2.84329 -4.97732 1.04232 0.1 -0.1 0.0
C 1.54138 -4.50437 0.98077 0.0 0.1 -0.1
C -1.58808 -4.59398 -1.16939 0.0 0.2 -0.3
C -1.06100 -5.77430 -1.69082 -0.1 0.1 0.1
C -1.88496 -6.69496 -2.32578 -0.1 -0.1 0.0
C -3.24211 -6.44588 -2.46256 0.0 -0.1 0.0
C -3.77430 -5.26047 -1.97167 0.0 0.0 0.0
C -2.95155 -4.34021 -1.34613 0.0 0.0 0.0
H -3.45213 -1.09449 2.02703 -0.2 0.0 0.0
H -5.78258 -0.82079 1.30283 0.0 -0.1 0.0
H -6.26181 0.25175 -0.89219 0.0 0.0 0.0
H -4.40565 1.04369 -2.27765 -0.1 0.0 0.0
H -1.07692 -1.67024 -3.10823 0.0 0.0 0.0
H -2.10185 -3.06666 -4.86694 0.0 0.0 0.1
H -3.90145 -2.13820 -6.29342 0.0 0.0 0.0
H -4.59057 0.22103 -6.00670 0.0 0.0 0.0
H -3.49040 1.63580 -4.33898 -0.1 0.0 0.0
H -2.74117 2.83005 -0.27769 0.0 0.0 0.0
H -3.58238 5.12912 -0.38945 0.0 0.0 0.0
H -3.49750 6.38741 -2.52316 0.0 0.0 0.0
H -2.52742 5.30696 -4.53400 0.0 0.0 0.0
H -1.64734 3.02022 -4.40143 0.0 0.0 0.0
H -2.82272 0.44720 3.51198 0.0 0.1 0.0
H -2.91662 2.03000 5.39036 0.0 0.0 0.0
H -1.01729 3.56811 5.80313 0.0 0.0 0.0
H 0.89838 3.57732 4.25496 0.0 0.0 0.0
H 3.94531 3.92155 2.59662 0.0 0.0 0.0
H 4.28363 6.33075 2.23459 0.0 0.0 0.0
H 2.44566 7.73734 1.38209 0.0 0.0 0.0
H 0.24263 6.72043 0.90207 0.0 0.0 0.0
H -0.08678 4.29065 1.19463 0.0 0.0 0.0
H 4.38148 1.92708 1.38633 0.0 0.0 -0.1
H 6.20487 0.66913 2.43478 0.0 0.0 0.0
H 5.79495 -0.60725 4.52860 0.0 0.0 0.0
H 3.53045 -0.62171 5.52317 0.0 0.0 0.0
H 1.70137 0.62044 4.46387 0.0 0.0 0.0
H -1.73199 -1.46480 4.12844 0.0 -0.1 0.0
H -2.43532 -3.65119 4.98568 0.0 0.0 0.0
H -2.50647 -5.61187 3.47919 0.0 0.0 0.0
H -1.74540 -5.38817 1.14782 0.1 0.0 0.1
H 1.41572 -3.76209 -2.32143 0.0 0.0 0.0
H 3.68641 -4.69390 -2.22077 0.0 0.0 0.0
H 4.63059 -5.44119 -0.05248 0.0 0.0 0.0
H 3.27171 -5.24715 2.00079 0.0 -0.1 0.0
H 0.96077 -4.42752 1.89050 0.0 0.0 0.0
H -0.00243 -5.97766 -1.60805 0.0 0.0 0.1
H -1.47000 -7.61917 -2.71147 0.1 0.0 0.0
H -3.88024 -7.16530 -2.96234 0.0 0.0 0.0
H -4.83193 -5.05506 -2.08639 0.0 0.1 0.0
H -3.35728 -3.39827 -0.98813 -0.1 0.0 0.0
S 1.27049 -0.72350 1.05043 -0.2 -0.6 -0.6
Se 1.32073 -0.13605 -3.16629 -0.3 0.1 -0.1
S 0.91730 2.89051 -3.73590 -0.3 -0.5 -0.8
C 0.18577 1.44250 -3.39192 0.6 0.0 0.1
Se 2.47109 3.59591 -1.58460 0.7 1.0 0.5
N 2.56276 1.90644 -1.01664 0.4 -0.1 -0.1
C 3.85632 1.48373 -1.18575 -0.2 0.0 -0.1
C 4.31269 0.19789 -0.88681 0.1 0.1 -0.1
C 5.65194 -0.09778 -1.08962 0.0 -0.1 0.1
C 6.52455 0.86880 -1.59208 0.2 0.1 -0.1
C 6.08710 2.14540 -1.90245 0.0 -0.1 0.0
C 4.74085 2.48381 -1.69868 -0.2 0.1 0.1
N 4.20357 3.71181 -1.92977 0.4 0.0 0.0
H 3.62031 -0.54168 -0.50410 0.0 0.0 0.0
H 6.01763 -1.09142 -0.85601 0.0 0.0 0.0
H 7.56792 0.61729 -1.75160 0.0 0.0 0.0
H 6.76113 2.89154 -2.30507 0.0 0.0 0.0
```
Forces are in eV/Å.

Properties
⟨S²⟩: 0.80
LUMO level (alpha / beta): 4.01 / 4.01 eV
2S+1: 2
total charge: -2
frontier orbital gap (alpha / beta): 4.32 / 5.12 eV
energy above the lowest of the compared OMol25 structures with the same formula, charge and spin: 17.61 kcal per mole

Mulliken atomic charge list, values in e, 4 entries:
1. Sc -0.4562
2. F 0.1962
3. Ge 2.3161
4. C -0.2270

---

Record 2
This record from the OMol25 dataset describes a gas-phase ion, CHN4 (charge -1). The level of theory is ωB97M-V/def2-TZVPD.

XYZ file:
```
6
Properties=species:S:1:pos:R:3:forces:R:3
C 0.56994 -0.24261 1.04096 -0.2 -0.5 1.1
N -1.50604 0.22719 -1.97107 -0.8 -0.2 -0.4
N 0.35109 0.40474 -0.59781 1.5 0.8 -0.4
N 1.58714 -0.73059 1.37418 0.2 -0.1 0.1
N -0.59749 0.30622 -1.27410 -0.7 -0.1 -0.4
H -0.40465 0.03504 1.42783 -0.1 0.0 -0.1
```
Forces are in eV/Å.

Properties
LUMO level: 5.03 eV
total charge: -1
frontier orbital gap: 8.23 eV
energy above the lowest of the compared OMol25 structures with the same formula, charge and spin: 73.82 kcal per mole

Mulliken atomic charge list, values in e, 4 entries:
1. C -0.0084
2. N -0.5959
3. N -0.6185
4. N -0.6428

---

Record 3
This record from the OMol25 dataset describes a molecular structure, C4H2LuO. The level of theory is ωB97M-V/def2-TZVPD.

XYZ file:
```
8
Properties=species:S:1:pos:R:3:forces:R:3
C 0.95101 0.81924 2.17059 -2.1 0.2 1.0
C -0.21584 0.71898 1.68183 3.6 -0.6 0.2
C -0.12755 0.32057 0.41159 -2.3 -0.9 -2.5
C -0.35500 0.00758 -0.89937 2.3 3.4 2.1
O -1.01754 -0.98658 -1.29199 -1.9 -4.0 -3.5
Lu -1.19131 -2.35865 -3.22001 0.1 1.8 2.6
H 1.85489 0.75755 2.76084 0.1 0.5 -0.3
H 0.10135 0.72130 -1.61349 0.2 -0.5 0.3
```
Forces are in eV/Å.

Properties
⟨S²⟩: 0.89
LUMO level (alpha / beta): -9.51 / -10.63 eV
2S+1: 2
total charge: +2
frontier orbital gap (alpha / beta): 6.82 / 5.65 eV
energy above the lowest of the compared OMol25 structures with the same formula, charge and spin: 26.38 kcal per mole

Mulliken atomic charge list, values in e, 4 entries:
1. C 0.1521
2. C -0.3987
3. C 0.2624
4. C 0.1949

---

Record 4
This record from the OMol25 dataset describes 2 unconnected molecules or ions with the total composition C20H23N3O4. The level of theory is ωB97M-V/def2-TZVPD.

XYZ file:
```
50
Properties=species:S:1:pos:R:3:forces:R:3
N -6.66031 1.19459 0.48853 -2.4 0.6 -0.2
C -6.27156 0.00401 -0.21202 -0.1 0.4 0.6
C -4.95408 -0.45156 0.32904 0.9 0.0 1.7
C -3.85385 0.55276 0.11041 0.1 -0.1 -0.1
C -3.85605 1.90325 0.05666 -1.5 1.8 -0.1
N -2.60906 2.39169 -0.23703 0.7 0.5 -0.3
C -1.72879 1.34578 -0.34965 0.8 0.3 -0.4
C -0.33159 1.30881 -0.59591 -2.7 -4.5 1.4
C 0.19840 0.00913 -0.44170 2.8 1.0 -1.1
C -0.51612 -1.17334 -0.22766 -1.4 0.6 0.2
C -1.91672 -1.09983 -0.14045 2.1 1.6 0.1
C -2.49157 0.18831 -0.15069 0.1 -1.7 0.4
C -7.25025 -1.10048 -0.09927 0.3 -1.0 0.8
O -8.08850 -1.16321 0.76749 0.0 -0.5 -1.0
O -6.91824 -2.09265 -0.98615 0.2 1.7 0.3
H -6.63805 0.94905 1.47431 -0.1 0.2 0.1
H -7.69290 1.37166 0.29393 1.8 -0.1 0.4
H -6.10622 0.15762 -1.23805 0.1 0.7 -1.6
H -4.67106 -1.35213 -0.18294 0.2 -0.5 -0.1
H -5.07028 -0.72340 1.43515 0.2 0.3 -1.2
H -4.66167 2.64601 0.20219 0.5 -0.9 -0.1
H -2.39873 3.32481 -0.57442 -0.3 -0.4 0.4
H 0.25422 1.98223 -1.06918 1.6 2.6 -0.8
H 1.34517 -0.05771 -0.63193 -2.2 -0.1 0.4
H 0.00162 -2.11212 -0.13860 0.1 -0.1 -0.1
H -2.47315 -1.97773 0.01760 -0.8 -0.9 0.1
H -7.47098 -2.82758 -0.81495 -1.1 -1.5 0.3
N 5.35485 -2.18453 -1.51826 1.5 -0.8 4.2
C 4.87533 -2.11132 -0.11515 0.8 1.1 -0.5
C 5.55598 -0.90491 0.62158 0.5 -1.2 1.8
C 5.00148 0.44697 0.39898 -0.3 0.8 -0.2
C 3.79383 0.73682 1.03730 -0.1 -1.5 0.5
C 3.12117 1.90337 0.83830 -2.2 0.9 0.5
C 3.67695 2.85255 0.00623 0.5 0.1 -0.9
C 4.87566 2.59135 -0.66795 -0.9 -1.5 2.2
C 5.60466 1.42747 -0.42034 -5.3 0.1 2.0
C 3.40741 -2.27608 0.21546 -2.0 1.0 0.1
O 2.44915 -2.25440 -0.52756 1.7 -0.2 0.7
O 3.16484 -2.36942 1.58858 2.3 -1.0 -0.3
H 5.26979 -1.31098 -1.85914 -0.1 3.9 -1.7
H 4.69820 -2.67399 -1.97758 -2.7 -2.5 -2.4
H 5.27835 -2.97070 0.31610 1.0 -1.6 1.1
H 5.58268 -1.12330 1.75885 -0.1 0.3 -1.7
H 6.58905 -0.92360 0.30529 0.4 -0.2 -0.1
H 3.36898 -0.01589 1.73326 0.3 0.5 -0.7
H 2.06347 2.04203 1.27435 2.0 -0.1 -0.5
H 3.21998 3.81405 -0.14487 -0.3 0.1 -0.1
H 5.27992 3.28491 -1.30395 0.9 1.8 -1.4
H 6.55327 1.44170 -0.68339 4.3 -0.8 -1.7
H 4.04531 -2.62004 2.03917 -2.0 0.7 -0.9
```
Forces are in eV/Å.

Properties
LUMO level: 0.44 eV
frontier orbital gap: 8.00 eV
structure (SMILES): N[C@@H](Cc1c[nH]c2ccccc12)C(=O)O.N[C@@H](Cc1ccccc1)C(=O)O
energy above the lowest of the compared OMol25 structures with the same formula, charge and spin: 100.27 kcal per mole

Mulliken atomic charge list, values in e, 4 entries:
1. N -0.6390
2. C 0.3659
3. C -0.9917
4. C 0.2444